A 11-piece molecular cluster, C54H99F12N18P2 overall, computed with ωB97M-V/def2-TZVPD.

Structure (XYZ):
```
185
Properties=species:S:1:pos:R:3
C 7.36955 1.03595 0.70113
C 7.15499 1.39434 -0.76437
N 7.77554 0.52109 -1.78365
C 8.61094 0.82771 -2.81129
C 8.97281 -0.34596 -3.46011
N 8.22255 -1.36598 -2.95571
C 7.42946 -0.76275 -1.96000
C 8.32249 -2.79188 -3.38328
H 6.85537 0.10184 0.92731
H 7.14130 1.79632 1.44801
H 8.34049 0.57358 0.87887
H 7.40268 2.44420 -0.92100
H 6.09940 1.34573 -1.03170
H 8.85027 1.87840 -2.88308
H 9.60500 -0.35337 -4.33572
H 6.64734 -1.11624 -1.30447
H 8.12950 -2.76605 -4.45576
H 7.55149 -3.33733 -2.83908
H 9.24339 -3.30038 -3.09787
C 3.11570 2.75282 -6.42814
C 3.33219 1.34799 -5.85794
N 2.72155 0.38727 -6.81321
C 3.42985 -0.39235 -7.70264
C 2.47438 -1.00984 -8.53044
N 1.20487 -0.61755 -8.13336
C 1.36192 0.15735 -7.03424
C -0.07958 -1.06548 -8.66679
H 2.07811 3.07210 -6.33040
H 3.57763 2.91518 -7.40198
H 3.63928 3.45621 -5.78068
H 2.76695 1.22160 -4.93456
H 4.37973 1.07546 -5.72953
H 4.49917 -0.24648 -7.66165
H 2.74640 -1.60739 -9.38795
H 0.52016 0.60697 -6.52860
H -0.83215 -0.80882 -7.92123
H -0.18040 -2.13232 -8.86624
H -0.22608 -0.48763 -9.57933
C -4.39777 11.00125 -3.35009
C -2.88526 10.97387 -3.36421
N -2.39885 9.66968 -3.84998
C -2.32201 9.20251 -5.17218
C -1.88216 7.90068 -5.15246
N -1.68858 7.52932 -3.86440
C -1.92806 8.61951 -3.13442
C -1.51873 6.16402 -3.49061
H -4.68184 10.33342 -2.53683
H -4.91946 10.72990 -4.26785
H -4.66188 12.04641 -3.18882
H -2.46855 11.17785 -2.37789
H -2.54038 11.81331 -3.96794
H -2.67536 9.78012 -6.01354
H -1.74544 7.13225 -5.89893
H -1.86876 8.68738 -2.05819
H -2.17059 5.92230 -2.65112
H -0.49728 5.93656 -3.18566
H -1.81285 5.45426 -4.26382
C 7.81062 -10.32464 1.52802
C 6.32980 -10.62922 1.37210
N 5.74400 -9.98246 0.22660
C 5.32268 -10.47563 -0.92297
C 4.63442 -9.60897 -1.73531
N 4.60882 -8.44206 -0.95573
C 5.21715 -8.77365 0.23644
C 3.83789 -7.24274 -1.23126
H 8.35869 -10.48619 0.59978
H 8.22672 -10.99258 2.28222
H 7.89327 -9.26976 1.78971
H 5.59390 -10.44548 2.15490
H 6.27580 -11.70314 1.19356
H 5.49653 -11.53989 -0.98232
H 4.07495 -9.70985 -2.65358
H 5.34881 -7.97670 0.95334
H 3.42866 -7.32974 -2.23777
H 4.54859 -6.42145 -1.32342
H 3.09549 -7.05026 -0.45674
C -0.90413 4.96301 5.67071
C 0.60379 5.04682 5.86087
N 1.15857 6.36941 6.22090
C 2.12218 6.61669 7.08407
C 2.62339 7.86423 6.91515
N 1.95113 8.46661 5.89236
C 1.00097 7.57261 5.45598
C 1.98873 9.85779 5.44601
H -1.41040 5.22127 6.60082
H -1.07595 3.91449 5.42744
H -1.02239 5.63327 4.81932
H 1.18497 4.61444 5.04639
H 0.81283 4.31507 6.64122
H 2.31964 5.83128 7.79859
H 3.53983 8.23446 7.35045
H 0.41060 7.86984 4.60187
H 1.66081 10.07920 4.43036
H 3.05676 10.04065 5.56423
H 1.45953 10.51619 6.13489
C 3.30939 -3.76958 6.38654
C 4.71618 -4.20001 5.80835
N 5.04746 -5.53336 6.16103
C 4.17361 -6.65053 6.02454
C 4.64630 -7.70447 6.81852
N 5.88247 -7.35263 7.28142
C 6.18934 -6.09617 6.72688
C 6.79914 -8.25031 7.84045
H 2.96172 -2.77502 6.10712
H 3.30899 -3.58209 7.46030
H 2.57098 -4.54365 6.17757
H 5.38268 -3.46860 6.26544
H 4.79658 -4.03724 4.73358
H 3.28837 -6.63529 5.40605
H 4.27257 -8.71238 6.92261
H 7.05866 -5.47666 6.89085
H 7.05591 -9.05023 7.14598
H 6.38802 -8.72073 8.73364
H 7.65232 -7.71890 8.26211
C -4.27191 -3.40186 5.61273
C -5.47427 -3.97744 4.94527
N -6.64464 -3.99323 5.84905
C -7.01163 -4.87894 6.84770
C -8.22630 -4.54819 7.41161
N -8.61138 -3.28464 6.87219
C -7.61798 -2.95685 5.93168
C -9.84710 -2.55935 7.27001
H -4.34200 -2.33770 5.83799
H -3.40558 -3.49132 4.95731
H -4.22524 -3.86681 6.59749
H -5.31947 -4.99958 4.59978
H -5.87357 -3.54243 4.02907
H -6.30684 -5.66832 7.06346
H -8.76589 -5.01138 8.22445
H -7.58135 -2.10121 5.27370
H -10.69365 -3.24542 7.24249
H -10.11642 -1.84420 6.49275
H -9.88528 -2.10513 8.26012
C -5.21642 -5.62589 -2.03625
C -4.32784 -5.89355 -3.29919
N -5.09686 -5.50819 -4.44706
C -5.21714 -6.15547 -5.66181
C -6.09416 -5.38437 -6.50633
N -6.45155 -4.26174 -5.81191
C -5.66370 -4.23767 -4.64615
C -7.48576 -3.31400 -6.15059
H -4.56225 -5.90084 -1.20886
H -6.15457 -6.16521 -2.16706
H -5.47303 -4.57773 -1.88267
H -3.88364 -6.86469 -3.51751
H -3.55605 -5.12448 -3.33061
H -4.79411 -7.09102 -5.99676
H -6.62856 -5.66853 -7.40079
H -5.61129 -3.39303 -3.97516
H -7.24015 -2.94399 -7.14602
H -7.66925 -2.53332 -5.41238
H -8.46466 -3.75981 -6.32693
C -10.20874 5.84812 -2.50374
C -8.76759 6.24402 -2.93978
N -7.84821 5.89448 -1.89148
C -7.49327 6.65295 -0.84253
C -6.51617 5.97852 -0.12293
N -6.44895 4.69672 -0.63070
C -7.23585 4.68244 -1.81050
C -5.63314 3.57395 -0.34089
H -10.25590 4.77022 -2.34888
H -10.90023 6.15253 -3.28941
H -10.60631 6.45254 -1.68843
H -8.73572 7.32482 -3.07741
H -8.29353 5.74494 -3.78494
H -7.81122 7.67229 -0.68056
H -5.93989 6.21183 0.76018
H -7.34225 3.85782 -2.49975
H -6.07697 2.78900 0.27145
H -4.67567 3.80388 0.12657
H -5.59461 3.13738 -1.33889
P 0.50356 -0.76592 -0.18210
F -0.80456 -0.44824 0.72379
F 0.86892 -1.91093 0.99086
F -0.42677 -1.80587 -1.05507
F 1.84287 -1.05167 -1.10256
F -0.07084 0.39292 -1.17142
F 1.39198 0.34588 0.71364
P 3.26919 7.31322 0.33527
F 2.72083 5.71435 0.30522
F 2.86195 7.60641 -1.11579
F 1.72336 7.77941 0.72291
F 3.71530 8.86106 0.51506
F 3.83823 6.96209 1.87565
F 4.74295 6.91239 -0.16020
```

* charge: +7
* LUMO level: -10.13 eV
* gap between HOMO and LUMO: 8.38 eV

***

A 12-piece molecular cluster, C55H120F12N12O27S12 overall, computed with ωB97M-V/def2-TZVPD.

Structure (XYZ):
```
238
Properties=species:S:1:pos:R:3
N -2.80033 -3.65745 -3.47790
O -2.13167 -3.86748 -4.47753
O -3.90898 -3.26309 -3.45618
O -2.16392 -3.80015 -2.43257
C -1.12457 0.00928 -2.02498
C 0.35204 0.47285 -2.26587
C 1.39770 -0.22947 -1.35700
C 1.24512 0.25698 0.03836
N 2.38839 -0.17712 1.02107
C 3.82691 -0.17929 0.32401
C 4.71788 -1.10455 1.21077
C 3.76591 -2.06965 1.78712
C 2.34371 -1.67067 1.33311
C 2.49976 0.72552 2.23278
C 1.11957 1.07215 2.83313
C 1.02554 1.85305 4.21501
H -1.34530 -1.03833 -2.22964
H -1.84224 0.47751 -2.69864
H -1.56180 0.32012 -1.07613
H 0.47279 1.55466 -2.32257
H 0.56548 0.23078 -3.30700
H 2.30928 0.00611 -1.90622
H 1.26711 -1.30688 -1.45819
H 0.29921 -0.17268 0.36814
H 1.35424 1.33528 0.15440
H 4.21094 0.81447 0.09367
H 3.67044 -0.71381 -0.61295
H 5.15767 -0.45357 1.96636
H 5.50542 -1.62701 0.66772
H 3.92356 -2.28133 2.84469
H 3.78069 -2.97009 1.17305
H 1.59579 -1.87131 2.10022
H 1.99839 -2.14288 0.41340
H 2.91708 1.69684 1.96731
H 2.98421 0.15694 3.02659
H 0.55867 0.14448 2.94684
H 0.54341 1.66007 2.11865
H -0.00247 1.88609 4.57584
H 1.22078 2.92181 4.12701
H 1.81006 1.44494 4.85224
C -3.50495 -0.39752 1.58558
C -2.50949 -1.55208 1.68215
C -3.31515 -2.88758 1.87128
C -4.22491 -3.23104 0.68740
N -4.95679 -4.62926 0.68905
C -5.96035 -4.72625 -0.49076
C -5.91910 -6.20333 -0.84628
C -4.41697 -6.58351 -0.73139
C -3.89913 -5.76924 0.47272
C -5.75194 -4.67496 2.04186
C -6.72382 -3.62578 2.44797
C -7.71771 -4.16345 3.53636
H -3.08209 0.59161 1.40974
H -4.09177 -0.42336 2.50377
H -4.11909 -0.57261 0.70225
H -1.67008 -1.36959 2.35310
H -1.97941 -1.56601 0.72982
H -3.88196 -2.92667 2.80150
H -2.51592 -3.62169 1.97334
H -3.71738 -3.07160 -0.26397
H -5.11484 -2.60757 0.60128
H -6.99767 -4.47856 -0.26558
H -5.58816 -4.06271 -1.27133
H -6.45244 -6.73848 -0.06061
H -6.29526 -6.44948 -1.83926
H -4.32665 -7.66463 -0.62587
H -3.87531 -6.29365 -1.63176
H -3.78700 -6.24746 1.44577
H -2.97232 -5.29161 0.15490
H -4.95320 -4.89309 2.75076
H -6.36271 -5.57502 1.97160
H -7.34334 -3.42070 1.57491
H -6.26337 -2.73472 2.87471
H -8.35586 -3.41138 4.00030
H -7.12423 -4.52099 4.37782
H -8.32532 -5.04763 3.34363
C -8.96474 -1.08368 -7.78003
C -8.93984 0.39933 -7.77021
C -8.17762 0.99169 -6.59225
C -7.82060 2.48187 -6.81693
N -7.12976 3.14843 -5.52516
C -8.32005 3.19733 -4.51943
C -8.96455 4.49907 -4.91470
C -7.84186 5.46087 -5.42620
C -6.68385 4.60301 -5.81292
C -5.94676 2.27164 -4.93892
C -4.80221 2.02359 -6.01348
C -3.72550 1.21399 -5.31725
H -8.06099 -1.62470 -8.06044
H -9.74549 -1.41286 -8.46572
H -9.31772 -1.43987 -6.81223
H -9.98011 0.72364 -7.74251
H -8.46581 0.79200 -8.66977
H -7.24550 0.43364 -6.50375
H -8.66119 0.72293 -5.65309
H -8.68011 3.05739 -7.16061
H -7.06920 2.61743 -7.59483
H -7.84466 3.34890 -3.55034
H -8.92546 2.31076 -4.33081
H -9.48075 5.01547 -4.10540
H -9.74893 4.55916 -5.66918
H -7.53862 6.10556 -4.60127
H -8.21747 6.15003 -6.18256
H -5.73800 4.75436 -5.29277
H -6.58402 4.71708 -6.89232
H -6.43463 1.37274 -4.56201
H -5.66204 2.79467 -4.02597
H -4.33490 2.90387 -6.45489
H -5.22750 1.45816 -6.84265
H -3.51989 0.39673 -6.00857
H -4.13746 0.64124 -4.48639
H -2.78543 1.75853 -5.22870
C 8.68953 -0.46102 0.91214
C 8.81929 0.86291 0.14984
C 8.65751 0.80583 -1.44143
C 7.47379 -0.13472 -1.94161
N 7.26802 -0.03690 -3.47465
C 6.06952 -0.99069 -3.83640
C 4.97338 -0.08841 -4.44518
C 5.71419 1.12223 -5.03196
C 6.77733 1.40391 -3.97271
C 8.52540 -0.53048 -4.22930
C 8.38510 -0.50315 -5.75897
C 9.71952 -0.94057 -6.37397
H 9.44945 -1.19696 0.64944
H 7.72438 -0.94148 0.75170
H 8.77020 -0.23347 1.97507
H 9.78196 1.33026 0.35705
H 8.06318 1.53342 0.55828
H 9.57552 0.41526 -1.88053
H 8.72404 1.84908 -1.75017
H 6.48128 0.11055 -1.56363
H 7.60744 -1.19084 -1.70743
H 6.42507 -1.76815 -4.51259
H 5.72371 -1.55064 -2.96751
H 4.48177 -0.68610 -5.21276
H 4.29541 0.21008 -3.64558
H 6.04527 0.89288 -6.04482
H 5.04494 1.95100 -5.26296
H 7.65950 1.98101 -4.24991
H 6.29549 1.94897 -3.16101
H 8.63839 -1.57488 -3.93852
H 9.38285 0.08016 -3.94645
H 8.30999 0.52180 -6.12220
H 7.57289 -1.08128 -6.19961
H 10.52168 -0.33910 -5.94632
H 9.88338 -0.73891 -7.43255
H 9.91172 -1.99511 -6.17622
C -1.23970 7.80215 4.10826
C -1.09853 6.29356 3.94402
C -2.20570 5.41568 4.73019
C -2.13082 5.49492 6.29646
N -3.08987 4.62295 7.07036
C -4.55475 4.88960 6.62754
C -5.23885 5.21223 7.89516
C -4.19536 5.81825 8.84711
C -3.02969 4.97536 8.60758
C -2.77730 3.09388 6.91668
C -1.35981 2.59434 7.24243
C -1.17679 1.09861 6.92694
H -0.49428 8.37798 3.55975
H -1.18451 8.13543 5.14459
H -2.20903 8.20825 3.81916
H -0.10203 6.15515 4.36348
H -1.03782 5.93725 2.91569
H -2.02059 4.36873 4.48991
H -3.18779 5.72595 4.37333
H -2.44541 6.46848 6.67239
H -1.10536 5.30934 6.61596
H -4.82037 4.06110 5.97092
H -4.59446 5.78885 6.01283
H -5.68455 4.34371 8.38005
H -6.05320 5.93388 7.83071
H -4.55508 5.74502 9.87343
H -3.96331 6.85345 8.59689
H -3.07020 4.12515 9.28847
H -2.08044 5.42066 8.90546
H -2.96908 2.96465 5.85150
H -3.50797 2.54394 7.50980
H -1.06376 2.88161 8.25135
H -0.70784 3.07084 6.51032
H -1.76512 0.41034 7.53378
H -0.17716 0.74914 7.18523
H -1.37122 0.86478 5.88022
N 2.56868 3.58555 -0.14460
S 1.41418 4.54800 -0.19644
O 0.17348 3.96867 -0.65254
O 1.67364 5.97719 -0.42958
F 1.09161 4.56856 1.42616
S 3.03216 3.93266 -1.75480
O 3.71896 5.19190 -1.99149
O 2.26861 3.36263 -2.78279
F 4.30497 2.99268 -1.72372
N 7.92177 -3.46995 -2.12511
S 7.13047 -4.17061 -1.04289
O 7.22510 -3.48225 0.27464
O 6.94602 -5.64302 -1.05237
F 5.68701 -3.75880 -1.61476
S 9.27476 -4.37443 -1.99604
O 9.40557 -5.48890 -2.89294
O 9.97277 -4.39618 -0.67500
F 10.29704 -3.34397 -2.79137
N 1.68150 -3.89362 -4.00392
S 1.82419 -3.20360 -5.56076
O 2.53872 -4.04846 -6.52735
O 2.02813 -1.78679 -5.61061
F 0.25379 -3.33814 -5.99740
S 3.07502 -3.31092 -3.72656
O 3.10556 -1.96896 -3.07541
O 4.23297 -3.82429 -4.51507
F 3.27244 -4.25261 -2.40492
N 2.79553 -1.06146 7.36975
S 2.48746 -2.13960 6.10889
O 1.50338 -1.70125 5.12303
O 2.86884 -3.55141 6.09270
F 3.85093 -1.58396 5.35008
S 1.79924 -1.83793 8.33317
O 2.34193 -2.97084 9.04530
O 0.37343 -1.78891 8.05942
F 1.83914 -0.72714 9.48325
N 0.15584 -6.16921 -1.17840
S 0.54595 -5.24068 0.23327
O 1.81102 -5.33036 0.94903
O -0.61509 -4.83267 1.00840
F 0.77964 -3.89151 -0.68731
S 0.19283 -7.43428 -0.43509
O -0.98623 -7.78781 0.36442
O 1.47452 -8.02002 -0.04550
F -0.08073 -8.29493 -1.81653
N 5.86934 0.70875 5.30942
S 6.64022 1.94780 4.42379
O 6.72003 1.71765 2.96987
O 7.57260 2.76671 5.15754
F 5.37705 2.88541 4.47006
S 6.87661 -0.33054 5.04023
O 8.25706 0.00616 5.37074
O 6.61552 -1.14696 3.82092
F 6.51305 -1.32132 6.27108
```

* charge: -1
* multiplicity: 2
* LUMO level (spin up / spin down): -0.67 / -3.00 eV
* gap between HOMO and LUMO (spin up / spin down): 4.89 / 2.56 eV